1.
12
Properties=species:S:1:pos:R:3 method="wB97M-V/def2-TZVPD" smiles="CN=[S@@](C)(=O)[O-]" charge=-1 homo_energy_ev=-3.232 total_energy_ha=-683.197400 de_lowest_kcal_mol=80.5
C -1.51265 -0.64639 0.83099
N -0.49644 -1.51579 0.33882
S -0.04281 -1.08346 -1.28494
C 1.46160 0.07661 -1.19551
O 0.66385 -2.08187 -2.03289
O -1.07661 -0.28121 -1.97313
H -1.17856 -0.47360 1.85688
H -2.52482 -1.08340 0.89066
H -1.53649 0.17824 0.17273
H 1.91245 -0.02248 -0.13785
H 2.07804 -0.32005 -2.02633
H 1.27740 1.12616 -1.33049

---

2.
12
Properties=species:S:1:pos:R:3 method="wB97M-V/def2-TZVPD" smiles=S[C@H]1[NH2+]COO1 charge=+1 homo_energy_ev=-14.718 total_energy_ha=-682.803385 de_lowest_kcal_mol=76.2
S -2.50542 -0.22985 0.29409
C -0.87506 -0.20963 -0.49276
N 0.15810 0.39831 0.31055
C 1.26666 -0.66223 0.57548
O 0.60120 -1.87746 0.46234
O -0.14064 -1.63500 -0.71471
H -2.03009 -0.15125 1.53838
H -0.98960 0.05658 -1.54365
H -0.34254 0.74013 1.11142
H 0.62918 1.11712 -0.18965
H 2.05604 -0.35032 -0.08107
H 1.68379 -0.71786 1.67212

---

3.
12
Properties=species:S:1:pos:R:3 method="wB97M-V/def2-TZVPD" homo_energy_ev="-8.552 / -8.812" total_energy_ha=-949.194748 de_lowest_kcal_mol=73.4
C 0.32563 -1.63018 0.57815
C 0.05967 0.93101 -1.24060
N -2.18752 -0.04804 0.18930
O 0.08921 0.78816 1.47339
P -0.61318 -0.07171 0.14190
S 0.48455 2.31538 1.81723
H -0.40323 -1.96961 1.22914
H 1.23445 -1.45374 1.13810
H 0.63419 -2.18737 -0.36076
H -0.10282 0.22879 -2.15082
H 1.09511 1.32799 -1.37326
H -0.61607 1.76933 -1.44177

---

4.
10
Properties=species:S:1:pos:R:3 method="wB97M-V/def2-TZVPD" smiles=PN1CC1 homo_energy_ev=-8.499 total_energy_ha=-475.791271 de_lowest_kcal_mol=41.3
P -1.77251 -0.08239 0.19774
N -0.17821 -0.38149 -0.37751
C 0.63513 0.74954 -0.01021
C 0.98891 -0.59586 0.44575
H -2.12463 -1.14692 -0.71838
H -1.93719 1.08074 -0.64534
H 0.15157 1.26696 0.70617
H 1.26472 1.06648 -0.81146
H 1.96573 -1.08540 -0.22546
H 1.00649 -0.87167 1.43870

---

5.
10
Properties=species:S:1:pos:R:3 method="wB97M-V/def2-TZVPD" charge=-1 homo_energy_ev=-2.611 total_energy_ha=-532.733616 de_lowest_kcal_mol=23.6
S 3.06151 -0.75138 0.72153
H 2.62263 0.40907 1.23239
C -1.26405 -0.84120 -0.06371
C -0.11942 1.13373 -0.53978
N -1.22140 0.52442 -0.60995
H -0.71235 -0.85118 0.88110
H -0.70476 -1.45155 -0.76636
H -2.29716 -1.15318 0.04545
H 0.02029 2.02031 -1.15337
H 0.61471 0.96097 0.25271

---

6.
11
Properties=species:S:1:pos:R:3 method="wB97M-V/def2-TZVPD" charge=+1 homo_energy_ev=-13.053 total_energy_ha=-930.592738 de_lowest_kcal_mol=34.7
C 0.88180 0.87269 0.45735
C 1.54417 0.58879 1.72407
N 0.73295 2.11629 0.16793
S -1.09415 -2.18411 -0.95904
S 1.80441 1.71119 2.90871
H 0.46673 0.11649 -0.33645
H 1.81016 -0.33274 1.97434
H -1.80249 -3.24421 -1.44921
H 0.12683 2.35653 -0.60681
H -2.40709 -1.68476 -0.81494
H 1.21484 2.81490 0.84472

---

7.
10
Properties=species:S:1:pos:R:3 method="wB97M-V/def2-TZVPD" smiles=OCCO homo_energy_ev=-10.232 total_energy_ha=-230.260629 de_lowest_kcal_mol=12.5
O -0.09272 -0.98343 1.10076
C 0.47697 -0.58480 -0.14264
C 0.13274 0.88433 -0.33923
O -1.25045 1.08385 -0.17716
H -0.54434 -1.82373 0.97594
H 1.56589 -0.73106 -0.12492
H 0.06090 -1.17491 -0.96889
H 0.71081 1.49397 0.37349
H 0.39940 1.20469 -1.35153
H -1.45920 0.63108 0.65419

---

8.
10
Properties=species:S:1:pos:R:3 method="wB97M-V/def2-TZVPD" homo_energy_ev="-7.832 / -7.127" total_energy_ha=-230.126074 de_lowest_kcal_mol=97.0
C -1.05297 0.28251 -0.50339
C 0.36343 0.10456 0.09393
O 1.18078 1.13804 0.06026
O 0.95925 -1.11348 -0.12143
H -1.13002 1.33196 -0.57111
H -1.06993 -0.38233 -1.41805
H -1.76066 -0.16812 0.17172
H 0.27669 -0.24520 2.26563
H 2.07439 0.82235 0.36605
H 0.15903 -1.77030 -0.34360

---

9.
11
Properties=species:S:1:pos:R:3 method="wB97M-V/def2-TZVPD" charge=-1 homo_energy_ev=-2.709 total_energy_ha=-571.627794 de_lowest_kcal_mol=65.2
C -0.65251 0.70681 2.01867
C 0.03195 -0.52940 -1.86223
O 1.36239 0.85069 -0.02265
O -1.80915 1.07174 2.30314
P 1.42631 -0.58002 -0.53710
H -0.27624 1.05125 1.03131
H 0.56195 -1.42924 0.39492
H -0.02407 0.18280 2.72490
H -0.33235 0.47895 -1.49831
H -0.78891 -1.26616 -1.67800
H 0.50064 -0.53741 -2.87466

---

10.
11
Properties=species:S:1:pos:R:3 method="wB97M-V/def2-TZVPD" smiles="O=CO.CS" homo_energy_ev=-9.295 total_energy_ha=-628.467322 de_lowest_kcal_mol=1.3
O -1.50772 0.75970 0.00153
C -2.24595 -0.05736 0.47306
O -1.86622 -1.29835 0.81232
H -3.30886 0.09219 0.68746
H -0.88705 -1.29471 0.79574
C 1.48741 0.40947 -0.90826
S 1.61039 -0.63032 0.56438
H 1.41947 1.45122 -0.61554
H 0.55299 0.19495 -1.42170
H 2.29858 0.22029 -1.60275
H 2.44696 0.15292 1.21378